Record 1
{"formula": "C7H14O", "method": "ωB97M-V with the def2-TZVPD basis set", "multiplicity": 1, "gap_ev": 9.93, "lumo_ev": 0.884, "e_homo_ev": -9.05, "species": ["C", "C", "C", "C", "C", "C", "C", "H", "H", "H", "H", "H", "H", "H", "H", "H", "H", "H", "H", "O", "H", "H"], "coordinates": [[1.40178, -0.86805, -2.11569], [0.24862, -0.81951, -1.45884], [-0.36353, 0.13887, -0.49259], [-0.64788, 1.34361, -1.00590], [-0.92760, 2.55143, -0.16047], [0.01570, -0.17947, 0.90835], [-1.09012, 0.27926, 1.98219], [1.50855, -1.74951, -2.73441], [2.18797, -0.11948, -2.03698], [-0.45486, -1.64050, -1.63868], [-0.60826, 1.43728, -2.09554], [-1.24096, 3.47427, -0.62745], [0.10222, 2.79934, 0.17415], [-1.62915, 2.33009, 0.63203], [-0.01733, -1.24634, 1.11431], [0.94619, 0.33321, 1.22442], [-1.94743, 0.17951, 1.29027], [-0.78884, 1.15808, 2.54282], [-1.29344, -0.39367, 2.81323], [1.78592, -2.83568, 0.74955], [1.95232, -3.46388, 0.02976], [0.86013, -2.70887, 0.90547]], "forces_ev_per_angstrom": [[-0.58, 0.15, 0.39], [-1.37, -0.90, -0.17], [2.71, 1.02, -1.46], [-0.93, -0.11, -0.02], [1.19, 0.09, -0.11], [-1.62, 0.67, 3.09], [0.39, -1.01, -1.19], [0.52, 0.20, -0.20], [-0.14, -0.19, -0.04], [0.36, -0.25, -0.11], [-0.11, 0.05, 0.35], [-0.36, -0.13, -0.72], [-0.66, 0.10, 0.77], [0.29, 0.09, 0.39], [0.78, 0.07, -0.52], [-0.06, -0.86, -0.56], [-0.42, 1.29, 1.18], [-0.71, 0.83, -0.80], [0.41, -0.79, -0.27], [1.46, -0.33, 0.01], [-0.59, 0.35, 0.37], [-0.57, -0.34, -0.37]], "nbo_charge": [-0.40, -0.17, -0.09, -0.14, -0.67, -0.41, -0.63, 0.20, 0.20, 0.18, 0.21, 0.22, 0.22, 0.23, 0.19, 0.23, 0.22, 0.22, 0.21, -0.94, 0.48, 0.47]}

---

Record 2
{"formula": "C7H14O", "method": "ωB97M-V with the def2-TZVPD basis set", "multiplicity": 1, "gap_ev": 10.01, "lumo_ev": 0.972, "e_homo_ev": -9.04, "species": ["C", "C", "C", "C", "C", "C", "C", "O", "H", "H", "H", "H", "H", "H", "H", "H", "H", "H", "H", "H", "H", "H"], "coordinates": [[2.22810, 0.09232, 1.45216], [1.85770, -0.51875, 0.34002], [0.45637, -0.19532, -0.72697], [0.62233, 1.21844, -1.24302], [-0.67510, -0.52185, 0.14874], [-1.87833, -0.62342, -1.21031], [-1.18540, 0.52098, 1.12373], [-0.61618, -1.79463, 0.68650], [1.67375, 0.91105, 1.89451], [3.19792, -0.07820, 1.90789], [2.49739, -1.29800, -0.06723], [0.59893, -0.94876, -1.49934], [1.63997, 1.34740, -1.60855], [-0.07672, 1.41762, -2.05313], [0.48319, 1.96597, -0.46609], [-2.03153, -1.68985, -1.35081], [-2.81378, -0.18834, -0.86799], [-1.69570, -0.17613, -2.18256], [-1.35042, 1.47974, 0.64287], [-2.14161, 0.18046, 1.52168], [-0.51434, 0.64858, 1.96996], [-0.27654, -1.74931, 1.58795]], "forces_ev_per_angstrom": [[-0.01, 0.62, -0.14], [-1.58, 0.34, -2.33], [5.08, -0.31, 3.36], [-0.01, -0.16, -0.08], [-3.86, 0.80, -3.91], [0.20, -0.43, 2.67], [-0.07, -0.34, -0.03], [-0.13, -0.59, 0.16], [-0.14, 0.03, -0.05], [-0.12, -0.38, 0.07], [-0.02, 0.01, 0.03], [-0.16, 0.05, 0.03], [-0.05, -0.02, -0.18], [-0.04, 0.14, -0.07], [-0.07, -0.02, 0.10], [0.04, -0.12, 0.04], [-0.19, -0.06, 0.19], [0.82, 0.24, 0.17], [0.05, 0.08, -0.03], [-0.03, -0.02, -0.02], [0.19, 0.06, 0.07], [0.10, 0.09, -0.08]], "nbo_charge": [-0.46, -0.16, -0.22, -0.62, 0.31, -0.65, -0.66, -0.72, 0.19, 0.20, 0.19, 0.22, 0.22, 0.21, 0.21, 0.22, 0.20, 0.20, 0.22, 0.22, 0.21, 0.48]}

---

Repeat the second record exactly.
{"formula": "C7H14O", "method": "ωB97M-V with the def2-TZVPD basis set", "multiplicity": 1, "gap_ev": 10.01, "lumo_ev": 0.972, "e_homo_ev": -9.04, "species": ["C", "C", "C", "C", "C", "C", "C", "O", "H", "H", "H", "H", "H", "H", "H", "H", "H", "H", "H", "H", "H", "H"], "coordinates": [[2.22810, 0.09232, 1.45216], [1.85770, -0.51875, 0.34002], [0.45637, -0.19532, -0.72697], [0.62233, 1.21844, -1.24302], [-0.67510, -0.52185, 0.14874], [-1.87833, -0.62342, -1.21031], [-1.18540, 0.52098, 1.12373], [-0.61618, -1.79463, 0.68650], [1.67375, 0.91105, 1.89451], [3.19792, -0.07820, 1.90789], [2.49739, -1.29800, -0.06723], [0.59893, -0.94876, -1.49934], [1.63997, 1.34740, -1.60855], [-0.07672, 1.41762, -2.05313], [0.48319, 1.96597, -0.46609], [-2.03153, -1.68985, -1.35081], [-2.81378, -0.18834, -0.86799], [-1.69570, -0.17613, -2.18256], [-1.35042, 1.47974, 0.64287], [-2.14161, 0.18046, 1.52168], [-0.51434, 0.64858, 1.96996], [-0.27654, -1.74931, 1.58795]], "forces_ev_per_angstrom": [[-0.01, 0.62, -0.14], [-1.58, 0.34, -2.33], [5.08, -0.31, 3.36], [-0.01, -0.16, -0.08], [-3.86, 0.80, -3.91], [0.20, -0.43, 2.67], [-0.07, -0.34, -0.03], [-0.13, -0.59, 0.16], [-0.14, 0.03, -0.05], [-0.12, -0.38, 0.07], [-0.02, 0.01, 0.03], [-0.16, 0.05, 0.03], [-0.05, -0.02, -0.18], [-0.04, 0.14, -0.07], [-0.07, -0.02, 0.10], [0.04, -0.12, 0.04], [-0.19, -0.06, 0.19], [0.82, 0.24, 0.17], [0.05, 0.08, -0.03], [-0.03, -0.02, -0.02], [0.19, 0.06, 0.07], [0.10, 0.09, -0.08]], "nbo_charge": [-0.46, -0.16, -0.22, -0.62, 0.31, -0.65, -0.66, -0.72, 0.19, 0.20, 0.19, 0.22, 0.22, 0.21, 0.21, 0.22, 0.20, 0.20, 0.22, 0.22, 0.21, 0.48]}

---

Question: What is the formula in the second record?
Answer: C7H14O